DFT (the ωB97M-V functional and the def2-TZVPD basis) results for a cluster of 15 separate species, C84H196N11O22 in total.

```
313
Properties=species:S:1:pos:R:3:forces:R:3
C 6.18067 8.43723 1.69069 0.11 1.89 0.14
C 6.16625 6.96499 1.44760 -0.50 -1.38 -0.99
C 6.78321 6.49756 0.13622 -0.11 -0.61 -0.42
N 6.96055 4.94702 0.00165 0.41 0.59 0.09
C 5.83460 4.18684 0.66131 1.34 -0.70 0.11
C 4.52599 4.12826 -0.08872 0.97 0.98 0.58
C 4.78573 3.45997 -1.40035 0.46 0.70 -0.77
C 5.75006 4.38548 -2.14514 0.41 0.29 -0.90
C 7.12094 4.59975 -1.47922 -0.78 1.01 0.70
C 8.18912 4.52442 0.73541 -0.01 -0.26 -0.10
H 7.18797 8.92225 1.75100 -0.69 -0.69 -0.07
H 5.67391 8.63639 2.63784 0.23 -0.05 0.08
H 5.59262 9.05148 0.97525 0.39 -0.68 0.03
H 5.14324 6.57306 1.44167 -0.10 0.36 0.16
H 6.64952 6.40391 2.22570 0.45 0.11 0.77
H 7.76753 6.93364 -0.01019 0.16 -0.10 -0.10
H 6.16422 6.73852 -0.72361 -0.09 0.31 0.03
H 5.90856 4.56723 1.68146 -0.88 -0.26 -0.05
H 6.22828 3.15366 0.67553 -0.25 0.31 0.21
H 4.13058 5.13897 -0.22894 -0.19 -0.11 -0.10
H 3.88176 3.61328 0.56962 -1.09 -0.70 0.56
H 3.88089 3.34941 -1.98943 -0.18 -0.09 -0.18
H 5.28341 2.49715 -1.32874 -0.16 -0.38 0.42
H 5.24999 5.37456 -2.30119 0.42 -0.79 -0.19
H 6.00383 3.90883 -3.11047 -0.35 0.61 0.14
H 7.66406 5.48053 -1.86453 -0.18 -0.61 -0.26
H 7.75750 3.73019 -1.53264 0.08 -0.34 -0.01
H 8.31044 3.44586 0.65737 -0.06 0.01 -0.23
H 8.04170 4.73097 1.77857 0.13 0.34 0.48
H 9.08049 5.00575 0.35718 0.02 0.28 -0.14
C -4.15831 -7.37432 -1.41426 1.87 -0.39 -0.15
C -4.45041 -8.60437 -0.53561 -0.58 0.32 0.79
C -3.27078 -9.38999 0.12188 -0.22 1.91 -0.65
N -3.65675 -10.56830 0.93507 -2.18 -1.19 -0.45
C -4.51605 -11.63401 0.13426 0.56 -0.05 1.08
C -3.74763 -12.19805 -1.01151 0.33 0.17 -0.39
C -2.41045 -12.83780 -0.52686 -1.31 0.81 0.42
C -1.58346 -11.87855 0.35829 -1.13 0.73 -0.89
C -2.45237 -11.25571 1.45335 0.20 0.23 1.17
C -4.49685 -10.09964 2.09802 0.21 -1.45 -0.25
H -3.67516 -6.53306 -0.87449 -0.23 -0.61 -0.04
H -5.06087 -6.97457 -1.84147 -0.46 -0.07 -0.12
H -3.47458 -7.64274 -2.25325 -0.47 0.22 0.47
H -5.06809 -9.28682 -1.07414 -0.05 -0.72 -1.03
H -5.21592 -8.26132 0.16282 0.46 0.04 0.76
H -2.73925 -8.75038 0.84479 -0.02 -0.05 -0.40
H -2.56466 -9.64052 -0.67652 -0.19 -0.32 0.35
H -5.44438 -11.15928 -0.14063 -0.17 0.22 -0.05
H -4.74141 -12.48660 0.80268 0.12 0.80 0.29
H -3.70967 -11.42637 -1.80158 0.56 -0.45 0.10
H -4.34658 -13.02027 -1.40586 -0.11 0.13 -0.18
H -1.93262 -13.21780 -1.41227 0.72 -0.13 -0.03
H -2.74654 -13.67805 0.08727 0.32 -0.17 -0.07
H -1.13148 -11.08727 -0.29698 -0.03 -0.74 0.89
H -0.86977 -12.40329 0.94285 1.19 -0.50 -0.04
H -1.93177 -10.52000 2.09820 0.13 -0.13 -0.69
H -2.83016 -11.95412 2.23019 0.26 -0.21 -0.89
H -5.47985 -9.83947 1.79065 -0.80 -0.01 -0.53
H -4.05216 -9.22059 2.45070 0.80 1.14 0.92
H -4.56389 -10.88598 2.86488 0.19 0.32 -0.36
C -7.69940 1.03030 -1.39332 0.28 1.15 0.18
C -7.97338 2.06280 -2.52443 1.03 0.70 0.67
C -9.29589 2.67556 -2.16326 -0.37 -0.05 -0.04
N -9.96975 3.61571 -3.12132 -0.20 0.48 -1.57
C -9.07819 4.67319 -3.65388 0.54 0.31 -0.45
C -11.12596 4.28373 -2.46300 0.51 1.24 1.81
C -12.20504 3.27474 -2.38448 -0.76 -0.21 -0.06
C -12.04363 2.49109 -3.68316 0.71 -0.65 -1.65
C -10.61292 2.87041 -4.28563 -1.72 1.17 0.74
H -6.94075 0.31875 -1.66001 -0.06 -0.65 -0.44
H -8.64432 0.58958 -1.07193 0.23 -0.49 -0.14
H -7.23588 1.50377 -0.52071 -0.24 0.34 -0.11
H -7.93125 1.59556 -3.49622 -0.35 -0.25 -0.36
H -7.22258 2.87839 -2.53990 -0.04 -0.64 0.15
H -9.19636 3.25485 -1.24400 0.07 -0.17 0.10
H -9.96138 1.83367 -2.00874 -0.57 0.22 0.10
H -8.44843 4.29284 -4.45097 0.01 -0.38 -0.04
H -8.40732 4.95654 -2.85539 -0.03 0.63 0.20
H -9.67173 5.50240 -4.10555 0.45 -0.62 0.73
H -11.36493 5.17431 -3.00682 -0.29 0.27 -0.69
H -10.80094 4.65932 -1.46726 -0.07 -0.30 -0.56
H -13.21855 3.67788 -2.24793 0.45 0.13 -0.19
H -12.00099 2.70176 -1.48899 -0.18 -0.68 -0.01
H -12.74018 2.74291 -4.49718 -0.15 0.09 0.70
H -12.15769 1.41583 -3.52752 0.19 0.11 -0.05
H -10.67936 3.54911 -5.18523 -0.08 -0.49 1.22
H -9.96432 2.08757 -4.55476 0.61 -1.22 -0.22
C -3.42886 3.57394 7.19702 0.87 0.68 0.61
C -3.62924 4.55745 6.01953 0.48 -0.54 1.55
C -2.24297 4.72970 5.41472 0.10 1.28 -0.21
N -2.16764 5.47413 4.07441 -1.22 0.36 0.22
C -3.25504 6.48239 3.95555 -0.50 0.40 0.01
C -2.19770 4.49214 2.91399 1.66 0.15 0.57
C -1.78308 5.37159 1.71948 0.00 0.02 1.52
C -0.71751 6.36114 2.33267 -1.48 -0.11 -0.39
C -0.85837 6.12251 3.85510 0.53 0.49 -1.40
H -4.29227 3.08626 7.64204 -0.34 0.46 -0.14
H -2.87245 4.12641 7.97313 -0.53 -0.14 0.10
H -2.73541 2.78960 6.97499 0.33 -0.70 -0.65
H -4.06999 5.45099 6.48837 0.30 0.01 -0.67
H -4.32213 4.14219 5.34345 -0.86 -0.40 -1.11
H -1.76460 3.79871 5.15350 0.15 -0.49 0.47
H -1.63935 5.29865 6.14911 -0.05 -0.28 -0.54
H -3.06798 7.13922 3.11440 0.27 0.00 -0.13
H -3.21316 7.11371 4.85519 -0.40 -0.35 -0.23
H -4.23679 6.01467 3.73078 0.68 0.09 0.58
H -3.08621 3.88938 2.94646 -0.81 0.36 -0.42
H -1.34298 3.81842 3.15399 -0.77 0.51 -0.40
H -2.62829 5.93561 1.34560 -0.12 -0.07 -0.31
H -1.34218 4.78334 0.96071 0.27 -0.64 -0.89
H -1.10348 7.33768 1.97502 0.98 -0.15 0.58
H 0.32681 6.16045 2.02956 -0.72 0.20 0.00
H -0.62456 7.00621 4.42968 -0.52 0.10 0.54
H -0.16036 5.35513 4.03696 1.03 -0.84 0.74
C 0.04465 0.07276 9.92645 1.41 1.61 -1.31
C 1.32998 0.92157 10.33289 -1.49 -1.21 -0.10
C 1.49147 0.66204 11.83030 2.71 0.78 -1.64
N 2.51853 1.59346 12.46808 -0.75 0.12 1.77
C 2.02497 2.99219 12.48852 -0.86 -0.99 -0.86
C 3.85207 1.64869 11.84351 -0.59 -2.12 -2.50
C 4.82173 2.13847 12.84754 -0.93 2.69 0.65
C 4.05991 2.09226 14.20919 -0.21 1.45 -1.69
C 2.86955 1.19291 13.88367 -0.62 0.39 1.03
H -0.80109 0.37747 10.47973 -0.95 0.47 0.75
H 0.20961 -0.94906 10.12202 0.26 -1.32 0.20
H -0.22064 0.18783 8.85775 0.38 -0.02 0.52
H 1.11845 1.98787 10.14860 0.36 -0.56 -0.31
H 2.19107 0.49571 9.78529 -0.34 0.74 0.09
H 1.85848 -0.33048 11.96671 0.31 -0.76 0.28
H 0.57659 0.75145 12.29838 -1.77 0.53 1.40
H 2.77360 3.59096 12.93076 0.47 0.83 0.18
H 1.08455 3.06253 13.02219 -0.11 0.03 0.01
H 1.92814 3.14946 11.42792 -0.36 1.11 -0.07
H 3.73639 2.07642 10.83918 0.35 0.65 0.53
H 4.00862 0.60533 11.58263 0.56 -0.36 0.15
H 5.18222 3.15737 12.64870 -0.52 -0.01 -0.04
H 5.71875 1.63771 12.84457 1.78 -1.86 0.06
H 3.81124 3.13925 14.45492 -0.40 -0.65 0.11
H 4.74449 1.84032 14.95363 0.61 -1.19 1.44
H 1.95745 1.29883 14.51999 0.82 -0.04 -0.43
H 3.18598 0.15810 13.86616 -0.07 -0.29 -0.05
C 2.78542 -1.90393 -0.02143 0.07 0.34 -0.77
C 1.45907 -1.44668 -0.69137 -0.23 0.49 1.92
C 1.16788 0.06786 -0.56425 -0.29 0.89 0.85
N -0.36575 0.38674 -0.26140 1.58 -0.60 -0.74
C -1.17963 -0.30286 -1.30809 0.65 -0.34 0.20
C -0.77040 1.89971 -0.17171 0.11 -2.03 0.75
C -1.95418 1.91307 0.82043 0.27 0.69 -0.91
C -1.93711 0.61358 1.57919 0.74 -0.99 2.15
C -0.70620 -0.20399 1.05840 -1.62 0.69 0.33
H 3.06395 -2.87746 -0.42824 -0.02 0.02 0.10
H 2.74465 -2.00412 1.06046 -0.42 0.05 0.07
H 3.61378 -1.22479 -0.22672 0.01 0.08 -0.20
H 0.69226 -1.98514 -0.11990 0.05 -0.01 -0.33
H 1.38392 -1.75671 -1.70281 0.17 -0.26 -0.98
H 1.45029 0.69549 -1.41726 -0.16 -0.39 -0.21
H 1.71067 0.45261 0.31909 -0.41 -0.04 -0.26
H -1.21707 0.30250 -2.19823 0.02 0.12 -0.27
H -2.12916 -0.44933 -0.85649 -1.16 0.02 -0.02
H -0.76554 -1.30083 -1.53356 -0.10 0.65 0.14
H -1.04095 2.22269 -1.16088 0.38 0.29 -0.34
H 0.11730 2.33655 0.26465 0.04 0.60 -0.11
H -2.90679 2.15212 0.35548 -0.13 -0.37 -0.28
H -1.77240 2.74220 1.46982 0.19 0.20 0.46
H -2.89555 0.04226 1.53740 0.79 0.45 -0.12
H -1.69470 0.81643 2.68163 -0.67 -0.27 -1.42
H -0.93379 -1.23029 0.92095 -0.39 -0.99 -0.26
H 0.10886 -0.22238 1.75462 0.67 0.70 0.13
C 6.45587 -7.40148 -5.54759 -0.19 -1.76 0.19
O 6.78688 -8.82079 -5.35275 0.21 1.52 0.56
C 6.90197 -9.47168 -6.55213 0.39 -1.50 -1.33
C 7.53692 -10.89760 -6.31445 1.22 3.83 0.15
N 6.83382 -11.62178 -5.31255 -1.40 -0.74 1.36
H 6.58684 -11.02262 -4.48566 0.37 -0.02 -0.44
H 5.94864 -11.92397 -5.70743 -0.14 -0.34 -0.01
C 7.60570 -12.74540 -4.71341 1.25 1.76 1.49
C 8.43380 -12.06521 -3.51656 0.54 -1.13 -3.17
O 7.55643 -11.16459 -3.04935 -0.97 2.12 3.08
C 7.92969 -10.55188 -1.76483 -0.16 -0.32 -0.67
H 6.31744 -7.03811 -4.54562 -0.04 0.43 0.21
H 5.52429 -7.36316 -6.11404 -0.06 0.22 0.02
H 7.23931 -6.87519 -6.08204 0.24 -0.02 0.00
H 7.51540 -8.96741 -7.30474 0.58 0.14 0.30
H 5.94745 -9.48796 -7.07605 -0.60 -0.57 0.07
H 8.59080 -10.69389 -6.00027 -0.87 -0.47 -0.08
H 7.52655 -11.47523 -7.17762 0.19 -0.85 -1.76
H 8.22090 -13.21905 -5.43109 0.56 -0.41 -0.83
H 6.94022 -13.43378 -4.27327 -0.90 -0.77 0.37
H 9.34752 -11.54829 -3.85405 0.00 -0.45 -0.12
H 8.68221 -12.86448 -2.86420 0.33 -0.66 0.97
H 7.10955 -9.89196 -1.52714 -0.44 -0.35 0.46
H 8.77429 -9.87843 -1.82663 0.56 -0.09 -0.62
H 8.18631 -11.32436 -1.02039 -0.57 0.28 -0.26
C 6.75109 -2.53658 -12.80949 1.58 1.34 0.25
O 6.79718 -1.33954 -11.92878 -0.71 -1.50 -1.19
C 7.59378 -0.33466 -12.42870 3.28 0.81 0.58
C 6.98039 0.98186 -11.99496 -1.21 -1.11 -0.13
N 6.62027 0.89914 -10.53761 -0.59 -1.47 -0.08
H 6.11912 0.01032 -10.38185 -0.63 0.32 -0.47
H 7.47587 0.58102 -10.13444 1.29 0.58 1.09
C 5.96104 2.03448 -9.80716 0.26 1.20 -1.62
C 6.18790 2.01319 -8.33923 -0.29 -0.61 1.38
O 5.32596 1.03360 -7.79422 -0.42 -0.07 -0.01
C 5.06344 1.13955 -6.39927 0.13 -1.10 0.89
H 6.61846 -2.27856 -13.86268 0.03 0.39 0.16
H 5.92290 -3.10801 -12.51603 -0.94 -0.82 0.67
H 7.70959 -3.06440 -12.70071 -0.43 -0.03 0.02
H 7.74885 -0.30846 -13.52150 -0.50 -0.15 0.28
H 8.70436 -0.38974 -12.03532 -1.79 -0.14 -0.38
H 6.08211 1.02711 -12.57887 -0.71 0.66 -0.02
H 7.60384 1.81625 -12.14253 0.75 1.04 -0.22
H 4.88376 2.07142 -10.06287 0.62 -0.41 0.20
H 6.39020 2.95309 -10.24521 -0.02 -0.36 0.24
H 5.97014 3.00437 -7.92493 -0.03 0.00 -0.11
H 7.21733 1.75000 -8.04555 0.07 0.29 -0.33
H 4.31362 0.37988 -6.09019 0.74 0.02 -0.60
H 4.54005 2.03043 -6.10041 0.15 0.96 -0.22
H 5.99037 0.98188 -5.79178 -0.60 0.21 -0.47
C -12.27911 1.43539 2.13588 -0.91 -1.33 -0.39
O -10.87859 1.58689 2.21788 0.41 0.26 0.21
C -10.55091 2.93590 2.07080 1.33 1.15 0.94
C -9.03313 3.08009 2.17219 1.22 -0.46 -1.00
N -8.46823 2.30141 3.32915 -1.00 0.32 0.68
H -8.75899 2.74870 4.20792 -0.05 -0.25 -0.15
H -8.88232 1.33327 3.32730 0.30 0.84 -0.03
C -6.99471 2.14664 3.31547 0.32 -1.02 -0.71
C -6.58721 1.13290 4.34769 0.38 -0.98 -0.06
O -7.29369 -0.03960 4.09624 -0.87 -1.12 -0.07
C -7.28839 -1.09403 5.11878 0.69 1.24 -1.51
H -12.58523 0.36663 2.34210 0.60 1.26 -0.20
H -12.54245 1.69591 1.11258 -0.48 -0.12 -0.17
H -12.82435 2.10427 2.79947 0.12 0.03 0.27
H -10.94915 3.54486 2.92967 -0.30 -0.38 -0.93
H -10.80536 3.39206 1.08646 -0.41 -0.33 0.57
H -8.62032 4.10465 2.10670 -0.61 -0.24 0.89
H -8.48442 2.66076 1.32394 -0.49 -0.46 -0.23
H -6.45813 3.02109 3.59001 0.00 1.33 -0.35
H -6.77361 1.87804 2.26013 0.45 -0.01 0.84
H -6.78784 1.47531 5.35633 -0.14 0.42 0.45
H -5.50705 0.93858 4.28453 -0.02 0.29 -0.08
H -6.27188 -1.17549 5.48524 0.25 -0.24 0.21
H -7.54009 -1.99452 4.53802 -0.30 0.31 0.80
H -7.93274 -0.77825 5.93285 -0.35 -0.49 0.04
C 6.86240 -6.89570 3.58736 0.31 -0.65 0.41
O 5.54268 -6.82246 3.15394 -1.92 -0.50 0.98
C 4.68264 -7.02593 4.32130 -0.80 -0.52 -1.85
C 3.17899 -6.89127 3.83637 1.24 -1.03 0.30
N 2.88722 -5.50094 3.40944 -2.16 -0.99 3.02
H 3.72880 -5.06086 3.15968 1.41 0.71 -0.38
H 1.74371 -5.82941 2.21743 1.60 0.66 1.28
C 2.32031 -4.79567 4.66561 0.89 0.94 -2.24
C 2.57984 -3.30524 4.51788 0.79 0.72 0.72
O 4.01264 -3.05429 4.40676 -1.36 -0.22 -0.14
C 4.36827 -1.69530 4.65118 1.32 -1.57 -0.60
H 7.17558 -5.94189 3.96039 0.52 0.75 0.14
H 7.45472 -7.22279 2.74443 0.40 0.02 -0.03
H 6.95140 -7.60290 4.43463 0.23 0.03 -0.50
H 4.91423 -6.23785 5.01553 -0.01 0.41 0.64
H 4.94425 -8.01564 4.77710 -0.52 0.69 -0.35
H 2.49768 -7.20320 4.66656 0.52 0.42 -0.59
H 2.98101 -7.62525 3.02234 0.34 0.58 0.32
H 2.73073 -5.14943 5.61880 0.04 -0.17 -0.35
H 1.24260 -4.90681 4.61857 -0.20 -0.34 0.30
H 2.15884 -2.77221 5.39120 0.38 -0.23 0.05
H 2.04643 -2.84770 3.68888 0.03 -0.26 -0.59
H 4.16271 -1.01135 3.83973 -0.40 0.13 -0.27
H 5.44177 -1.71865 4.83711 0.11 0.10 -0.28
H 3.95087 -1.41946 5.56452 -1.09 1.00 1.47
C -1.26642 6.24447 -5.45279 0.39 0.77 -0.70
O -1.05912 6.94122 -6.72569 0.46 0.15 1.54
C -1.39638 6.33777 -7.90718 -1.69 0.26 -1.00
C -0.73011 7.12228 -9.03496 1.37 -0.37 -1.55
N -0.51497 8.52542 -8.67162 -1.35 1.26 0.48
H -0.29109 8.32872 -7.70343 0.12 1.08 1.21
H 0.33414 8.96681 -9.06819 -0.82 -0.31 -0.15
C -1.77208 9.45829 -8.71366 0.90 -1.23 0.10
C -1.32754 10.82579 -8.21489 -1.26 0.28 -1.16
O -0.60176 10.64626 -7.07058 1.04 0.00 1.01
C -0.41161 11.85801 -6.28505 0.56 -0.43 -1.35
H -0.73617 6.94654 -4.79364 -0.28 -0.78 0.22
H -0.79557 5.26008 -5.51790 0.08 0.16 0.23
H -2.32492 6.13358 -5.13763 0.46 0.29 -0.56
H -2.48184 6.38565 -8.01936 -0.27 -0.08 -0.22
H -1.14081 5.29661 -7.99660 0.48 -0.56 0.09
H -1.16054 7.05986 -10.04237 -0.27 -0.26 0.49
H 0.31480 6.83306 -9.12688 -0.01 -0.87 -0.14
H -2.54492 8.93964 -8.12794 0.52 0.34 0.35
H -2.16047 9.41958 -9.72711 0.32 0.40 -0.26
H -2.23405 11.40708 -7.97763 0.11 0.05 -0.49
H -0.76360 11.32549 -9.04497 -0.26 -0.07 0.66
H 0.52129 11.66458 -5.74006 -0.62 0.35 0.23
H -1.30881 12.01304 -5.70364 0.03 0.11 0.53
H -0.27134 12.72330 -6.96414 0.03 -0.41 0.37
O 1.61135 1.79462 3.98596 -0.48 0.11 -0.04
C 0.40460 2.45772 3.67111 2.04 -0.09 -0.49
O -0.47938 2.28009 4.45320 -2.69 -0.99 2.44
O 0.37818 3.17364 2.66150 1.13 0.48 -1.55
H 2.25967 2.25426 3.46293 0.56 0.10 -0.50
O -6.39951 4.54230 0.02646 -0.99 1.72 -0.51
C -5.62715 3.79150 0.83921 0.24 0.32 3.29
O -5.30514 4.42987 1.91618 0.12 -0.85 -1.08
O -5.47182 2.60079 0.57662 0.33 -0.37 -0.57
H -6.47218 5.36380 0.58702 0.11 -0.83 -1.03
O 2.02360 2.34499 -5.45528 -0.18 -0.09 -0.43
C 1.94704 2.23649 -4.04793 -0.01 0.62 -0.14
O 1.50504 1.17718 -3.58104 -0.28 -0.54 0.02
O 2.33802 3.26401 -3.48194 0.24 0.06 0.29
H 1.52414 1.62680 -5.86956 0.18 -0.07 0.47
O -0.37260 -5.89051 0.17864 -2.13 0.16 -1.32
C 0.47440 -5.25850 0.97238 1.01 -1.84 1.22
O 1.19562 -6.25398 1.54741 -1.69 0.98 -1.65
O 0.56345 -4.07731 1.16771 -0.18 0.23 -0.06
H -1.14077 -5.33840 -0.10272 1.21 -0.16 0.29
```
Forces are in eV/Å.

Output
Orbital gap, eV: 8.07
Strongest force on any atom, eV/Å: 4.03
LUMO, Eh: -0.299
E_tot, a.u.: -5573.155602
Multiplicity: 1
Total charge: +7